1.
Density functional theory data (ωB97M-V with the def2-TZVPD basis set) for a structure of composition C17H33AgNO11 in a non-equilibrium geometry.

Each line ends with the Löwdin charge.
Atoms and positions in Å:
1 Ag -1.22 0.81 -3.25  0.9118
2 C 2.97 -0.56 0.13  -0.0151
3 C 2.87 0.96 0.23  -0.2762
4 C 4.17 1.65 -0.09  -0.2003
5 O 3.91 3.01 -0.28  -0.1854
6 C 4.97 3.68 -0.95  -0.0659
7 N 1.83 1.42 -0.84  0.2039
8 H 1.61 2.42 -0.83  0.1667
9 H 2.22 1.12 -1.74  0.1571
10 H 0.91 0.96 -0.79  0.0987
11 H 3.88 -0.92 0.61  0.1175
12 H 2.90 -0.88 -0.91  0.0734
13 H 2.21 -1.03 0.76  0.0828
14 H 2.41 1.35 1.13  0.1491
15 H 4.62 1.15 -0.97  0.1449
16 H 4.86 1.50 0.74  0.1581
17 H 4.87 4.76 -0.82  0.0992
18 H 4.95 3.38 -2.00  0.0940
19 H 5.96 3.46 -0.55  0.1024
20 C -1.52 -0.52 0.02  -0.0718
21 O -0.97 0.20 -1.04  -0.1532
22 H -0.96 -0.29 0.92  0.0932
23 H -2.60 -0.30 0.06  0.1125
24 H -1.45 -1.60 -0.22  0.1390
25 C 2.34 -3.08 -4.04  -0.0049
26 C 1.59 -2.89 -2.74  -0.3344
27 C 0.29 -3.67 -2.51  -0.0972
28 O 0.41 -4.19 -1.20  0.0823
29 C 1.64 -3.94 -0.71  -0.5752
30 O 2.02 -4.25 0.36  0.1993
31 O 2.39 -3.30 -1.62  0.0700
32 H 3.28 -2.52 -4.01  0.0924
33 H 1.72 -2.78 -4.87  0.0925
34 H 2.69 -4.10 -4.13  0.1074
35 H 1.39 -1.82 -2.54  0.1130
36 H 0.12 -4.41 -3.29  0.1448
37 H -0.53 -2.95 -2.54  0.1110
38 C -4.92 2.32 -0.26  -0.0294
39 C -6.28 2.20 -0.92  -0.2984
40 C -6.29 1.42 -2.23  -0.1068
41 O -7.27 0.43 -2.05  0.0893
42 C -7.68 0.40 -0.78  -0.5755
43 O -8.47 -0.37 -0.36  0.1972
44 O -7.08 1.37 -0.07  0.0862
45 H -5.00 2.83 0.70  0.0940
46 H -4.20 2.84 -0.90  0.0787
47 H -4.52 1.32 -0.05  0.0671
48 H -6.81 3.15 -1.04  0.1627
49 H -5.31 0.95 -2.39  0.1115
50 H -6.49 2.01 -3.13  0.1379
51 C -0.61 0.83 4.93  -0.0229
52 C 0.57 -0.12 5.00  -0.3061
53 C 0.51 -1.37 4.11  -0.0902
54 O 1.74 -1.35 3.42  0.0783
55 C 2.42 -0.23 3.69  -0.5704
56 O 3.44 0.06 3.16  0.1553
57 O 1.76 0.52 4.58  0.1133
58 H -0.42 1.73 5.50  0.0952
59 H -1.53 0.33 5.28  0.0969
60 H -0.95 1.04 3.90  0.0740
61 H 0.61 -0.40 6.06  0.1596
62 H -0.41 -1.48 3.53  0.1246
63 H 0.44 -2.25 4.76  0.1408

Properties
spin multiplicity	2
total charge	+2
LUMO level (spin up / spin down)	-9.54 / -10.73	eV

***

2.
Density functional theory data (ωB97M-V with the def2-TZVPD basis set) for a structure of composition C37H38ClIrN2O2P.

Each line ends with the Löwdin charge.
Atoms and positions in Å:
1 Ir -0.28 0.88 0.23  1.2594
2 Cl 4.36 5.59 3.24  0.7379
3 C 3.37 4.57 2.27  -0.6569
4 C 3.68 4.38 0.91  -0.0391
5 C 2.91 3.57 0.11  0.0146
6 C 1.79 2.89 0.63  -0.3151
7 O 1.14 2.14 -0.25  -0.2604
8 C 1.47 3.09 1.99  -0.1416
9 C 0.34 2.52 2.64  -0.1269
10 O -0.49 1.72 2.16  -0.1158
11 C 2.28 3.94 2.79  -0.0378
12 H 4.54 4.89 0.49  0.1259
13 H 3.16 3.43 -0.93  0.1307
14 H 0.16 2.84 3.67  0.1531
15 H 2.02 4.08 3.83  0.1267
16 N -1.52 2.45 -0.46  -0.0237
17 C -2.08 2.34 -1.81  -0.2788
18 C -2.96 3.30 -2.28  -0.0042
19 C -3.42 3.21 -3.59  -0.0288
20 C -2.98 2.18 -4.42  -0.0332
21 C -2.10 1.23 -3.93  -0.0395
22 C -1.66 1.30 -2.62  -0.2995
23 P -0.59 0.05 -1.87  0.9858
24 C 0.60 -0.38 -3.13  -0.3670
25 C 0.52 -1.58 -3.84  -0.0700
26 C 1.43 -1.83 -4.86  -0.0451
27 C 2.40 -0.89 -5.17  -0.0407
28 C 2.47 0.31 -4.47  -0.0468
29 C 1.57 0.57 -3.46  -0.0903
30 C -1.64 -1.37 -1.49  -0.3752
31 C -3.03 -1.24 -1.48  -0.0760
32 C -3.81 -2.30 -1.04  -0.0707
33 C -3.21 -3.48 -0.63  -0.0437
34 C -1.83 -3.61 -0.65  -0.0415
35 C -1.04 -2.56 -1.08  -0.1110
36 H -2.27 2.63 0.21  0.1293
37 H -0.92 3.27 -0.44  0.1232
38 H -3.29 4.12 -1.65  0.1278
39 H -4.11 3.95 -3.97  0.1240
40 H -3.33 2.12 -5.44  0.1231
41 H -1.75 0.43 -4.58  0.1243
42 H -0.24 -2.31 -3.61  0.1067
43 H 1.38 -2.76 -5.41  0.1188
44 H 3.11 -1.09 -5.96  0.1197
45 H 3.22 1.05 -4.73  0.1174
46 H 1.62 1.51 -2.91  0.1059
47 H -3.50 -0.33 -1.82  0.1119
48 H -4.89 -2.21 -1.04  0.1228
49 H -3.83 -4.31 -0.30  0.1217
50 H -1.37 -4.54 -0.34  0.1209
51 H 0.04 -2.66 -1.09  0.1021
52 C -3.80 -1.37 2.35  -0.0093
53 C -2.34 -1.52 2.64  -0.2190
54 C -1.90 -2.14 3.83  0.0604
55 C -0.54 -2.27 4.15  -0.2203
56 C -0.12 -2.92 5.44  -0.0197
57 C 0.41 -1.80 3.26  0.0503
58 C 0.01 -1.17 2.05  -0.2744
59 C -1.38 -1.07 1.77  -0.0313
60 N 0.82 -0.59 1.14  0.0003
61 C 2.27 -0.94 1.01  -0.5564
62 C 2.47 -2.46 1.12  -0.0149
63 C 3.09 -0.16 2.04  0.0033
64 C 2.76 -0.55 -0.38  -0.0428
65 H -4.38 -2.19 2.79  0.0965
66 H -3.99 -1.35 1.28  0.0554
67 H -4.18 -0.44 2.78  0.0993
68 H -2.64 -2.52 4.52  0.1363
69 H -0.98 -3.27 6.01  0.0865
70 H 0.43 -2.21 6.06  0.0963
71 H 0.53 -3.77 5.25  0.0958
72 H 1.45 -1.86 3.54  0.1110
73 H -1.71 -0.68 0.80  0.0731
74 H 2.47 -2.85 2.14  0.0774
75 H 3.44 -2.71 0.68  0.1012
76 H 1.70 -3.00 0.56  0.0846
77 H 2.67 -0.19 3.05  0.0821
78 H 3.18 0.89 1.75  0.0758
79 H 4.10 -0.58 2.08  0.1069
80 H 2.32 -1.19 -1.15  0.0791
81 H 3.84 -0.69 -0.42  0.1081
82 H 2.55 0.49 -0.62  0.0540

Properties
spin multiplicity	2
total charge	+2
LUMO level (spin up / spin down)	-6.24 / -7.55	eV

***

3.
Density functional theory data (ωB97M-V with the def2-TZVPD basis set) for a structure of composition C24H37GeN4O5PdSSi3 in a non-equilibrium geometry.

Each line ends with the Löwdin charge.
Atoms and positions in Å:
1 Pd 0.27 -0.41 0.53  0.7124
2 O -3.07 -1.47 -1.76  0.0762
3 C -2.18 -0.90 -1.14  -0.6097
4 O -1.34 -1.47 -0.39  -0.1167
5 C -2.11 0.64 -1.29  -0.1768
6 C -3.10 1.25 -2.04  0.0162
7 C -3.06 2.62 -2.23  -0.0306
8 C -2.02 3.33 -1.64  -0.0446
9 C -1.08 2.64 -0.89  -0.1569
10 N -1.12 1.32 -0.71  0.0827
11 H -3.87 0.63 -2.47  0.1239
12 H -3.81 3.12 -2.81  0.1156
13 H -1.95 4.40 -1.76  0.1106
14 H -0.28 3.18 -0.40  0.1052
15 C -3.51 0.15 2.50  -0.1946
16 Si -2.13 1.21 3.29  0.3982
17 C -2.18 3.00 2.62  -0.2034
18 C -2.32 1.23 5.19  -0.2052
19 Ge 0.01 0.20 2.76  0.6743
20 Si -0.02 -2.27 3.15  0.4424
21 C 0.09 -2.56 5.05  -0.1928
22 C 1.50 -2.89 2.16  -0.2169
23 C -1.56 -3.11 2.40  -0.1975
24 Si 2.08 1.29 3.41  0.3966
25 C 2.24 1.45 5.30  -0.1971
26 C 1.95 3.01 2.58  -0.2176
27 C 3.61 0.36 2.73  -0.1991
28 H -4.44 0.70 2.40  0.0344
29 H -3.71 -0.73 3.11  0.0224
30 H -3.22 -0.20 1.51  0.0090
31 H -3.13 3.48 2.86  0.0328
32 H -2.06 3.02 1.54  -0.0065
33 H -1.39 3.60 3.06  0.0162
34 H -3.25 1.70 5.49  0.0335
35 H -1.50 1.78 5.65  0.0162
36 H -2.31 0.22 5.59  0.0164
37 H 0.97 -2.10 5.48  0.0165
38 H 0.12 -3.62 5.28  0.0355
39 H -0.78 -2.15 5.55  0.0167
40 H 2.43 -2.42 2.47  0.0179
41 H 1.30 -2.64 1.11  -0.0149
42 H 1.63 -3.97 2.21  0.0419
43 H -2.46 -2.92 2.98  0.0209
44 H -1.42 -4.18 2.34  0.0384
45 H -1.72 -2.74 1.39  0.0001
46 H 1.38 1.97 5.73  0.0171
47 H 3.13 2.02 5.57  0.0377
48 H 2.32 0.48 5.78  0.0208
49 H 1.21 3.62 3.09  0.0167
50 H 1.63 2.90 1.55  -0.0005
51 H 2.89 3.54 2.59  0.0336
52 H 3.79 -0.56 3.28  0.0246
53 H 4.50 0.97 2.82  0.0397
54 H 3.49 0.11 1.68  0.0012
55 O 9.63 -2.95 -3.15  -0.3517
56 S 8.77 -2.63 -2.04  0.3976
57 O 7.67 -3.53 -1.80  -0.3687
58 O 9.39 -2.05 -0.86  -0.3609
59 C 7.91 -1.04 -2.54  -0.3665
60 N 8.58 -0.08 -3.12  0.1427
61 C 7.94 1.08 -3.22  -0.1030
62 C 6.64 1.25 -2.77  0.0060
63 C 6.01 0.14 -2.20  -0.2116
64 N 6.70 -1.00 -2.08  0.1433
65 C 4.63 0.06 -1.72  -0.1097
66 C 3.74 1.14 -1.63  0.0122
67 C 2.46 0.91 -1.17  -0.1470
68 N 2.01 -0.30 -0.81  -0.0648
69 C 2.85 -1.34 -0.92  -0.1212
70 C 4.15 -1.20 -1.34  0.0376
71 H 8.49 1.88 -3.69  0.1089
72 H 6.14 2.20 -2.87  0.0934
73 H 4.03 2.14 -1.91  0.1103
74 H 1.74 1.73 -1.09  0.0879
75 H 2.45 -2.32 -0.68  0.1067
76 H 4.82 -2.04 -1.39  0.1256

Properties
spin multiplicity	2
LUMO level (spin up / spin down)	-3.79 / -3.65	eV

***

4.
Density functional theory data (ωB97M-V with the def2-TZVPD basis set) for a cluster of 4 separate species, C6H18BrO3 in total in a non-equilibrium geometry.

Each line ends with the Löwdin charge.
Atoms and positions in Å:
1 Br -0.21 0.48 0.11  0.3593
2 C -0.15 0.91 5.74  -0.0878
3 C -0.45 0.55 4.28  -0.3404
4 O -1.10 1.68 3.75  -0.0915
5 H 0.52 0.13 6.09  0.0694
6 H -1.05 0.99 6.36  0.0773
7 H 0.40 1.85 5.73  0.0743
8 H -1.14 -0.29 4.33  0.1070
9 H 0.44 0.33 3.68  0.1047
10 H -0.97 1.50 2.82  0.0096
11 C 1.96 2.18 -3.33  -0.1078
12 C 1.81 2.92 -2.04  -0.3466
13 O 2.58 2.18 -1.11  -0.1108
14 H 1.39 2.75 -4.07  0.0776
15 H 1.66 1.14 -3.17  0.0723
16 H 3.02 2.10 -3.58  0.0775
17 H 0.74 2.97 -1.83  0.0916
18 H 2.22 3.92 -2.19  0.1124
19 H 1.99 1.54 -0.70  -0.0451
20 C -1.09 -3.71 -3.10  -0.0686
21 C -2.06 -3.18 -1.94  -0.3055
22 O -1.76 -1.94 -1.38  -0.1392
23 H -1.39 -4.75 -3.18  0.0566
24 H -0.01 -3.83 -3.02  0.0621
25 H -1.28 -3.28 -4.09  0.0591
26 H -1.99 -3.87 -1.11  0.1010
27 H -3.11 -3.19 -2.23  0.1123
28 H -1.00 -2.08 -0.82  0.0191

Properties
spin multiplicity	2
LUMO level (spin up / spin down)	0.53 / -4.36	eV

***

5.
Density functional theory data (ωB97M-V with the def2-TZVPD basis set) for a structure of composition C31H33ClCrN2O2Si2 in a non-equilibrium geometry.

Each line ends with the Löwdin charge.
Atoms and positions in Å:
1 C -0.87 -0.97 0.64  -0.1483
2 C -1.66 -0.28 -0.35  -0.1307
3 C -1.95 -1.22 -1.40  -0.1633
4 H -2.04 0.74 -0.31  0.1192
5 C -1.33 -2.47 -1.06  -0.1731
6 C -0.66 -2.33 0.19  -0.1532
7 H -0.14 -3.14 0.71  0.1182
8 H -0.62 -0.60 1.63  0.1173
9 H -2.64 -1.10 -2.23  0.1096
10 H -1.39 -3.39 -1.63  0.1060
11 Cr 0.22 -0.97 -1.33  0.4582
12 Si -0.38 -0.26 -6.71  0.8109
13 C 0.19 1.32 -7.82  -0.2699
14 C 1.52 1.53 -8.23  -0.1158
15 H 2.31 0.79 -8.01  0.1070
16 C 1.92 2.71 -8.90  -0.0808
17 H 2.96 2.88 -9.18  0.1050
18 C 0.97 3.69 -9.23  -0.0802
19 H 1.27 4.61 -9.75  0.1086
20 C -0.36 3.50 -8.84  -0.0830
21 H -1.10 4.28 -9.07  0.1108
22 C -0.74 2.33 -8.15  -0.1143
23 H -1.78 2.23 -7.83  0.1000
24 C 0.42 -1.57 -7.77  -0.2969
25 C -0.01 -1.72 -9.11  -0.0848
26 H -0.81 -1.09 -9.53  0.1131
27 C 0.64 -2.67 -9.91  -0.0791
28 H 0.32 -2.77 -10.95  0.1080
29 C 1.69 -3.45 -9.42  -0.0773
30 H 2.20 -4.15 -10.08  0.1073
31 C 2.11 -3.29 -8.09  -0.0711
32 H 2.95 -3.87 -7.71  0.1039
33 C 1.48 -2.34 -7.28  -0.0955
34 H 1.85 -2.16 -6.26  0.0772
35 H -1.80 -0.12 -6.93  0.0237
36 Si 1.68 1.13 -4.48  0.6809
37 C 0.59 -0.71 -4.69  -0.3726
38 C -0.88 -0.97 -4.75  -0.2966
39 H -1.65 -0.20 -4.67  0.0918
40 C -1.35 -2.33 -4.57  -0.0637
41 H -2.43 -2.51 -4.73  0.1321
42 C -0.51 -3.36 -4.19  -0.1138
43 H -0.87 -4.39 -4.19  0.1168
44 C 0.77 -3.07 -3.72  -0.0769
45 H 1.38 -3.84 -3.21  0.1260
46 C 1.26 -1.76 -3.92  -0.2302
47 H 2.26 -1.53 -3.52  0.0775
48 C 0.28 2.36 -4.51  -0.3812
49 C -0.87 2.11 -3.75  -0.1342
50 H -0.97 1.22 -3.11  0.0736
51 C -1.88 3.07 -3.76  -0.0580
52 H -2.77 2.87 -3.17  0.1097
53 C -1.70 4.26 -4.46  -0.0655
54 H -2.48 5.02 -4.44  0.1128
55 C -0.51 4.53 -5.14  -0.0745
56 H -0.32 5.49 -5.61  0.1128
57 C 0.50 3.58 -5.17  -0.1053
58 H 1.45 3.80 -5.66  0.1097
59 H 2.95 1.75 -4.27  -0.0140
60 Cl 1.57 0.82 -2.28  0.4588
61 C 1.28 3.25 2.34  -0.0221
62 O 1.86 1.92 2.29  -0.0258
63 C 1.46 1.20 1.21  -0.5674
64 O 0.75 1.61 0.32  0.0332
65 N 1.92 -0.11 1.38  0.0514
66 N 1.94 -0.90 0.15  -0.0192
67 H 1.67 3.70 3.25  0.0984
68 H 0.19 3.21 2.39  0.1008
69 H 1.57 3.82 1.46  0.0994
70 H 2.79 -0.18 1.90  0.1591
71 H 2.69 -0.55 -0.48  0.0687
72 H 2.22 -1.84 0.43  0.1203

Properties
spin multiplicity	4
total charge	+1
LUMO level (spin up / spin down)	-3.46 / -3.44	eV

***

Look up the spin multiplicity of the third one. 2